{"formula": "C4H10", "method": "ωB97M-V/def2-TZVPD", "multiplicity": 1, "molar_mass_da": 58.1, "homo_lumo_gap_ev": 11.69, "e_tot_ha": -158.29294, "e_above_lowest_kcal_mol": 69.0, "species": ["C", "C", "C", "C", "H", "H", "H", "H", "H", "H", "H", "H", "H", "H"], "xyz": [[1.84, -0.25, -0.27], [0.60, 0.67, 0.15], [-0.57, -0.26, 0.46], [-1.78, 0.04, -0.34], [1.73, -0.97, -1.00], [2.60, 0.40, -0.46], [1.94, -0.97, 0.72], [0.46, 1.36, -0.52], [0.98, 1.28, 0.81], [-0.27, -1.31, 0.46], [-0.86, -0.18, 1.60], [-1.61, -0.24, -1.33], [-2.14, 1.15, -0.14], [-2.91, -0.74, -0.13]]}

{"formula": "C4H10AsCuF2NO3", "method": "ωB97M-V/def2-TZVPD", "multiplicity": 1, "charge": -1, "molar_mass_da": 296.6, "homo_lumo_gap_ev": 6.83, "e_tot_ha": -4514.80421, "e_above_lowest_kcal_mol": 3.6, "species": ["Cu", "O", "N", "O", "C", "As", "C", "C", "O", "H", "H", "H", "H", "H", "H", "H", "H", "H", "F", "C", "F", "H"], "xyz": [[-1.46, -0.57, -0.92], [-2.41, -2.33, -1.68], [-2.12, -3.20, -0.83], [-1.44, -2.78, 0.12], [0.78, 1.93, -0.50], [0.90, 0.02, -0.26], [0.39, -0.54, 1.51], [2.83, -0.23, -0.14], [0.46, -0.85, -1.63], [1.77, 2.29, -0.80], [0.43, 2.41, 0.40], [0.06, 2.08, -1.30], [1.03, -0.01, 2.22], [0.58, -1.62, 1.54], [-0.66, -0.34, 1.67], [3.25, 0.39, 0.65], [3.27, 0.04, -1.10], [3.04, -1.28, 0.07], [-1.81, 1.63, 1.03], [-2.45, 0.88, -0.02], [-3.61, 0.41, 0.62], [-2.84, 1.69, -0.66]]}

{"formula": "C4H10B3N2O3PS", "method": "ωB97M-V/def2-TZVPD", "multiplicity": 1, "molar_mass_da": 229.6, "homo_lumo_gap_ev": 9.08, "e_tot_ha": -1307.95458, "smiles": "C=CB1OB(S)OB([PH2]=N)O1.CC#N", "species": ["C", "C", "B", "O", "B", "S", "O", "B", "P", "N", "O", "H", "H", "H", "H", "H", "H", "H", "C", "C", "N", "H", "H", "H"], "xyz": [[-2.47, 1.90, -0.62], [-1.88, 1.04, -1.45], [-0.55, 0.37, -1.00], [-0.48, -0.62, -0.02], [0.50, -0.42, 0.94], [0.28, -0.96, 2.67], [1.69, 0.19, 0.55], [1.54, 1.10, -0.47], [2.19, 2.91, -0.26], [1.12, 3.54, 0.71], [0.68, 0.81, -1.50], [-3.29, 2.53, -0.94], [-2.15, 2.03, 0.40], [-2.29, 0.89, -2.44], [-0.91, -0.36, 2.77], [2.21, 3.46, -1.55], [3.55, 2.89, 0.12], [1.50, 3.92, 1.57], [-0.48, -3.91, -0.16], [0.30, -4.90, 0.57], [0.92, -5.68, 1.15], [-1.47, -3.81, 0.28], [0.00, -2.93, -0.12], [-0.58, -4.20, -1.20]]}

{"formula": "C4H10BN", "method": "ωB97M-V/def2-TZVPD", "multiplicity": 3, "molar_mass_da": 82.9, "homo_lumo_gap_ev": [8.76, 8.81], "e_tot_ha": -237.82309, "e_above_lowest_kcal_mol": 0.0, "species": ["B", "C", "C", "C", "C", "N", "H", "H", "H", "H", "H", "H", "H", "H", "H", "H"], "xyz": [[0.69, -0.29, -0.10], [2.24, -0.04, 0.15], [1.40, 1.20, -0.16], [-1.28, -2.16, -0.12], [-1.73, 1.69, 0.16], [-0.29, -1.13, -0.22], [2.75, -0.08, 1.13], [2.93, -0.33, -0.65], [1.70, 1.73, -1.16], [1.36, 1.98, 0.65], [-2.11, -2.22, -0.91], [-0.77, -3.18, -0.15], [-1.75, -2.12, 0.88], [-0.86, 1.95, 0.95], [-1.75, 0.68, -0.23], [-2.53, 2.33, -0.20]]}

| no. | maximum force (hartree/bohr) |
| --- | --- |
| 1 | 0.1551 |
| 2 | 0.0173 |
| 3 | 0.0249 |
| 4 | 0.0710 |